# 1
ORCA calculation (ωB97M-V with the def2-TZVPD basis set) on a cluster of 18 separate species, C68H180N8O26 in total at a distorted geometry.

Output
- Net charge: 0
- Highest occupied orbital energy: -8.358 eV

Positions of all 282 atoms, in Å:
C (1.10493, 2.98866, 1.25100)
O (1.20936, 2.30281, -0.03766)
C (0.18491, 1.28352, -0.16479)
C (0.46512, 0.45352, -1.37651)
N (-0.32431, -0.82579, -1.46469)
C (-1.73218, -0.72035, -1.93198)
C (-2.44669, -2.13701, -2.00986)
O (-2.76257, -2.56896, -0.64909)
C (-3.56757, -3.74786, -0.69120)
H (1.71926, 3.88691, 1.31284)
H (1.47618, 2.36939, 2.06756)
H (0.07359, 3.21761, 1.51939)
H (-0.79555, 1.74772, -0.27118)
H (0.04167, 0.61666, 0.68545)
H (1.52259, 0.18922, -1.38021)
H (0.35144, 1.01121, -2.30611)
H (-0.37178, -1.21551, -0.53412)
H (-1.81491, -0.25021, -2.91189)
H (-2.28400, -0.12721, -1.20275)
H (-1.75713, -2.86471, -2.43772)
H (-3.30808, -2.10274, -2.67688)
H (-3.86586, -4.00227, 0.32587)
H (-2.99766, -4.53050, -1.19197)
H (-4.47562, -3.55538, -1.26259)
C (7.73901, 2.68656, 4.53354)
O (6.79519, 3.43413, 3.72224)
C (6.26600, 2.81617, 2.54401)
C (5.04582, 3.59880, 1.98919)
N (5.56154, 4.81236, 1.39777)
C (4.50772, 5.54338, 0.70049)
C (3.59343, 6.33810, 1.62580)
O (4.33881, 7.14986, 2.55786)
C (3.50818, 7.60222, 3.62678)
H (8.56750, 2.36325, 3.90332)
H (7.33405, 1.77931, 4.98188)
H (8.03402, 3.34476, 5.35074)
H (5.89626, 1.83851, 2.85319)
H (7.07713, 2.63604, 1.83852)
H (4.37323, 3.74843, 2.83379)
H (4.54981, 2.96128, 1.25732)
H (5.80997, 5.44079, 2.14842)
H (3.92191, 4.93669, 0.00995)
H (5.08173, 6.27888, 0.13688)
H (2.93680, 5.63389, 2.13671)
H (2.95436, 6.94538, 0.98477)
H (2.90299, 8.40849, 3.21234)
H (4.12974, 7.93686, 4.45731)
H (2.90321, 6.78729, 4.02426)
C (-4.78248, -1.74973, -6.11110)
O (-4.55691, -0.42015, -5.64417)
C (-3.16101, -0.07251, -5.73077)
C (-2.93361, 1.44376, -5.41330)
N (-2.89834, 1.80557, -4.04671)
C (-4.15939, 1.62412, -3.38418)
C (-4.14531, 2.12116, -1.88996)
O (-3.50867, 3.39780, -1.72438)
C (-3.56262, 3.94964, -0.44778)
H (-4.26189, -1.86927, -7.06125)
H (-5.86128, -1.87206, -6.20772)
H (-4.34655, -2.46977, -5.41856)
H (-2.78568, -0.23805, -6.74063)
H (-2.58902, -0.75826, -5.10572)
H (-3.68693, 2.04067, -5.92741)
H (-1.96603, 1.66712, -5.86276)
H (-2.59256, 2.75695, -3.90016)
H (-4.48443, 0.58993, -3.49771)
H (-4.87204, 2.21969, -3.95473)
H (-3.54124, 1.53556, -1.19695)
H (-5.14004, 2.26538, -1.46829)
H (-2.92058, 3.47205, 0.29234)
H (-4.56245, 3.85205, -0.02479)
H (-3.26379, 4.99704, -0.48961)
C (-10.93795, 0.82608, -2.47520)
O (-9.63107, 1.30169, -2.81342)
C (-8.91212, 0.46396, -3.70692)
C (-8.23647, -0.71557, -3.01808)
N (-7.20336, -0.25013, -2.12145)
C (-6.74041, -1.28244, -1.20481)
C (-5.50399, -0.79010, -0.35787)
O (-5.96198, 0.29321, 0.42807)
C (-4.93313, 0.74450, 1.31392)
H (-11.32847, 1.49858, -1.71143)
H (-10.77895, -0.14014, -1.99641)
H (-11.56142, 0.77203, -3.36766)
H (-8.13123, 1.05180, -4.18938)
H (-9.58416, 0.24475, -4.53663)
H (-7.80735, -1.40361, -3.74647)
H (-9.03411, -1.25618, -2.50856)
H (-7.46351, 0.60082, -1.64363)
H (-6.52286, -2.24490, -1.66789)
H (-7.61583, -1.52293, -0.60157)
H (-4.63078, -0.60646, -0.98387)
H (-5.13513, -1.59567, 0.27703)
H (-5.26858, 1.62799, 1.85707)
H (-3.98725, 0.98341, 0.82776)
H (-4.74493, 0.04335, 2.12699)
C (7.78687, 7.46758, 7.57850)
O (6.68695, 6.79168, 8.10201)
C (5.41001, 7.35822, 7.93130)
C (4.37029, 6.24098, 8.31618)
N (4.58070, 4.98673, 7.62526)
C (4.08976, 4.98470, 6.25953)
C (3.80023, 3.54239, 5.90113)
O (2.98373, 3.34963, 4.74202)
C (1.63091, 3.81798, 4.87563)
H (8.68569, 6.91350, 7.84909)
H (8.03863, 8.48177, 7.88855)
H (7.67372, 7.47813, 6.49444)
H (5.23477, 7.59768, 6.88248)
H (5.28354, 8.23698, 8.56366)
H (3.35745, 6.61190, 8.15907)
H (4.45507, 6.02550, 9.38130)
H (5.58425, 4.97607, 7.51177)
H (4.85450, 5.33844, 5.56806)
H (3.15588, 5.54672, 6.24923)
H (3.37482, 2.94202, 6.70528)
H (4.76705, 3.04331, 5.83565)
H (1.04341, 3.17927, 5.53517)
H (1.03175, 3.68357, 3.97505)
H (1.56437, 4.85973, 5.18938)
C (-1.82778, 1.39860, 3.10559)
O (-1.60737, 2.71975, 3.70421)
C (-2.76518, 3.62782, 3.64350)
C (-2.24432, 5.04570, 4.12549)
N (-1.24534, 5.71241, 3.28087)
C (-1.95713, 6.34712, 2.19682)
C (-1.08254, 7.12838, 1.25063)
O (-0.43390, 6.20847, 0.34034)
C (0.23733, 6.93840, -0.71243)
H (-2.82630, 1.02809, 3.33748)
H (-0.98224, 0.77540, 3.39677)
H (-1.71678, 1.47427, 2.02390)
H (-3.48066, 3.18877, 4.33878)
H (-3.26116, 3.67413, 2.67399)
H (-1.69277, 4.82260, 5.03880)
H (-3.05476, 5.76300, 4.25493)
H (-0.59903, 5.08683, 2.82149)
H (-2.63671, 7.04807, 2.68153)
H (-2.67080, 5.73575, 1.64455)
H (-0.37816, 7.66823, 1.88349)
H (-1.71902, 7.81603, 0.69375)
H (1.03269, 7.58417, -0.34028)
H (-0.49141, 7.62279, -1.14675)
H (0.72700, 6.23026, -1.38091)
C (5.53565, -0.57749, -6.85090)
O (4.60845, 0.24887, -6.03923)
C (5.17717, 1.29757, -5.28251)
C (4.07398, 2.08040, -4.49507)
N (3.31272, 2.93133, -5.42211)
C (2.41798, 3.92209, -4.73842)
C (1.34462, 3.31230, -3.83489)
O (0.34719, 4.29690, -3.60483)
C (-0.53185, 4.02729, -2.50551)
H (6.11584, 0.09943, -7.47801)
H (4.94377, -1.20110, -7.52089)
H (6.19772, -1.21779, -6.26799)
H (5.81672, 1.96818, -5.85640)
H (5.81029, 0.81195, -4.53993)
H (4.47336, 2.68274, -3.67912)
H (3.41787, 1.41625, -3.93246)
H (2.79269, 2.37322, -6.08407)
H (1.89332, 4.47653, -5.51651)
H (3.03695, 4.59817, -4.14857)
H (1.81479, 2.95730, -2.91782)
H (0.92225, 2.43300, -4.32126)
H (0.00068, 4.11829, -1.55881)
H (-1.03644, 3.06248, -2.55688)
H (-1.30917, 4.78912, -2.56468)
C (2.13158, 0.32459, 4.88715)
O (2.76736, -0.92065, 4.82078)
C (2.56197, -1.69581, 6.02494)
C (3.22291, -3.07186, 6.03468)
N (2.67938, -3.91887, 4.96265)
C (3.45878, -5.18367, 4.85802)
C (2.83604, -6.08874, 3.79661)
O (3.12104, -5.45169, 2.57700)
C (2.78018, -6.16287, 1.45003)
H (1.05494, 0.21803, 4.75449)
H (2.58954, 0.89947, 4.08225)
H (2.45261, 0.86451, 5.77796)
H (1.50985, -1.70621, 6.30962)
H (2.97222, -1.22932, 6.92058)
H (3.10605, -3.63915, 6.95807)
H (4.29407, -2.92488, 5.89645)
H (2.85557, -3.39756, 4.11571)
H (3.50696, -5.72974, 5.80013)
H (4.48935, -5.05851, 4.52585)
H (1.77393, -6.14373, 4.03536)
H (3.30666, -7.07166, 3.77443)
H (1.71095, -6.37463, 1.44961)
H (3.34886, -7.08194, 1.30853)
H (2.96217, -5.55309, 0.56507)
C (-6.50085, -4.47291, -4.07393)
C (-6.35485, -5.30088, -2.80388)
O (-5.09628, -5.92472, -2.83905)
H (-7.47215, -3.97833, -4.08079)
H (-6.26579, -5.03198, -4.97963)
H (-5.86370, -3.59080, -4.01052)
H (-7.11062, -6.08148, -2.71690)
H (-6.39532, -4.78489, -1.84461)
H (-4.92744, -6.41911, -2.03365)
C (2.58018, -1.67710, 1.73169)
C (1.33151, -2.34035, 2.16827)
O (0.36120, -2.02615, 1.21706)
H (2.47306, -0.59443, 1.66513)
H (2.92287, -2.13350, 0.80306)
H (3.37312, -1.79865, 2.46965)
H (0.97262, -2.00091, 3.13991)
H (1.50102, -3.41690, 2.14840)
H (-0.50914, -2.22793, 1.56833)
C (-3.20108, -8.66899, -2.24191)
C (-4.27649, -8.67442, -1.12352)
O (-4.48659, -7.33713, -0.61749)
H (-3.40981, -7.93787, -3.02294)
H (-3.04080, -9.65579, -2.67622)
H (-2.23013, -8.48444, -1.78224)
H (-4.18576, -9.36725, -0.28696)
H (-5.23801, -8.84566, -1.60755)
H (-3.68721, -7.15813, -0.11694)
C (-2.18531, -4.68697, -5.29513)
C (-2.26897, -6.16576, -5.04986)
O (-3.59900, -6.62712, -5.27009)
H (-2.81836, -4.12613, -4.60752)
H (-2.53038, -4.39466, -6.28688)
H (-1.21128, -4.23948, -5.09728)
H (-1.97388, -6.46136, -4.04307)
H (-1.64734, -6.65443, -5.80011)
H (-4.13582, -6.28729, -4.55041)
C (-2.30079, -7.73943, 2.38956)
C (-1.44477, -7.27236, 1.21234)
O (-2.05679, -6.34419, 0.35461)
H (-3.29767, -7.94797, 2.00117)
H (-2.31176, -7.04475, 3.22945)
H (-1.83185, -8.66305, 2.72885)
H (-1.36534, -8.14703, 0.56677)
H (-0.40906, -6.99375, 1.40671)
H (-1.43228, -6.14140, -0.34572)
C (1.48204, -0.44522, -5.91908)
C (0.45205, -0.92383, -4.87513)
O (1.17279, -1.45498, -3.75517)
H (2.14632, 0.33761, -5.55300)
H (1.01863, -0.01977, -6.80921)
H (2.08962, -1.24029, -6.35129)
H (-0.27189, -1.62954, -5.28253)
H (-0.03474, -0.04128, -4.46010)
H (0.60095, -1.37440, -2.98830)
C (-2.13553, -3.57765, 3.16821)
C (-2.92342, -2.25836, 2.97896)
O (-2.29387, -1.63928, 1.87584)
H (-2.08549, -4.28962, 2.34438)
H (-2.67210, -4.08584, 3.96942)
H (-1.13404, -3.34528, 3.53032)
H (-2.94536, -1.54675, 3.80433)
H (-3.92989, -2.55933, 2.68824)
H (-2.48365, -2.09388, 1.05186)
C (0.54947, -4.29659, -1.20928)
C (0.71617, -5.57545, -2.10484)
O (0.39909, -6.67165, -1.28124)
H (-0.46626, -4.12807, -0.85154)
H (0.83466, -3.41607, -1.78499)
H (1.24869, -4.32095, -0.37346)
H (1.73283, -5.70228, -2.47688)
H (0.08793, -5.58523, -2.99553)
H (0.74720, -7.46678, -1.69133)
C (4.46548, 0.56004, -0.98013)
C (5.97927, 0.39643, -0.65612)
O (6.26888, -0.95505, -0.90228)
H (3.81733, 0.07175, -0.25240)
H (4.18147, 0.11676, -1.93456)
H (4.21105, 1.61672, -1.06249)
H (6.18201, 0.70029, 0.37085)
H (6.43164, 1.14746, -1.30374)
H (6.15370, -1.54332, -0.15243)
C (3.79093, -2.93916, -2.28623)
C (4.44787, -2.69488, -3.63222)
O (3.43175, -2.95820, -4.64284)
H (4.44359, -2.87235, -1.41579)
H (3.33040, -3.92204, -2.18640)
H (3.00459, -2.21945, -2.05867)
H (5.30820, -3.32607, -3.85471)
H (4.88744, -1.69825, -3.67235)
H (2.64612, -2.54352, -4.27894)

=====

# 2
ORCA calculation (ωB97M-V with the def2-TZVPD basis set) on a structure of composition C68H47N4S2SbTa.

Output
- Net charge: +1
- Relative energy (zero: lowest compared OMol25 entry of this formula, charge and spin): 0.830 eV
- Highest occupied orbital energy: -9.643 eV

Positions of all 123 atoms, in Å:
Ta (-0.27062, -0.14004, -0.21504)
C (2.81524, 6.00706, 3.75516)
C (3.70903, 5.06447, 3.26683)
C (3.24247, 3.95338, 2.57913)
C (1.87617, 3.77382, 2.38533)
C (0.98357, 4.72122, 2.87877)
C (1.45212, 5.83667, 3.55696)
C (1.36652, 2.57667, 1.65983)
C (0.73742, 1.58464, 2.39444)
C (0.66932, 1.58201, 3.81207)
C (-0.17936, 0.58650, 4.16770)
C (-0.62044, -0.04148, 2.96658)
N (0.00316, 0.52325, 1.87431)
C (-1.43816, -1.19742, 2.94628)
C (-1.05876, -2.21114, 2.06174)
C (-1.11354, -3.61685, 2.34883)
C (-0.41131, -4.25517, 1.38946)
C (0.05178, -3.26484, 0.47377)
C (0.76049, -3.56386, -0.67852)
C (0.93900, -4.99937, -1.03761)
C (2.18557, -5.60746, -0.92800)
C (2.34051, -6.94471, -1.26462)
C (1.25277, -7.67830, -1.71705)
C (0.00820, -7.07411, -1.83050)
C (-0.15040, -5.73895, -1.48905)
C (1.28355, -2.60324, -1.52533)
N (1.23543, -1.23982, -1.33038)
C (1.86267, -0.69796, -2.44677)
C (2.15839, 0.63431, -2.64989)
C (2.79546, 1.06683, -3.92441)
C (2.04621, 1.79742, -4.84242)
C (2.62167, 2.21796, -6.03268)
C (3.94872, 1.91881, -6.30770)
C (4.70095, 1.19738, -5.39126)
C (4.12642, 0.77095, -4.20242)
C (1.95562, 1.59130, -1.66205)
C (2.51256, 2.89986, -1.69006)
C (2.28044, 3.45062, -0.47298)
C (1.58062, 2.47953, 0.30088)
N (1.31616, 1.35138, -0.46339)
C (2.24811, -1.74066, -3.34986)
C (1.91598, -2.91348, -2.77135)
N (-0.30618, -2.00697, 0.91309)
C (-2.53365, -1.35664, 3.93953)
C (-3.34747, -2.49909, 3.97627)
C (-4.36021, -2.63829, 4.90815)
C (-4.64582, -1.61348, 5.79711)
C (-3.93570, -0.42713, 5.70080)
C (-2.90868, -0.29602, 4.78061)
H (3.18083, 6.87504, 4.28792)
H (4.77220, 5.19299, 3.42138)
H (3.93805, 3.21506, 2.19788)
H (-0.07942, 4.59019, 2.71308)
H (0.75265, 6.57476, 3.92781)
H (1.21979, 2.25032, 4.45401)
H (-0.42046, 0.25712, 5.16299)
H (-1.50817, -4.05294, 3.24771)
H (-0.17636, -5.30478, 1.32826)
H (3.03247, -5.03198, -0.57284)
H (3.31134, -7.41383, -1.17179)
H (1.37506, -8.72044, -1.98166)
H (-0.84078, -7.64294, -2.18701)
H (-1.11821, -5.25883, -1.57844)
H (1.01055, 2.02704, -4.61907)
H (2.03298, 2.77987, -6.74633)
H (4.39777, 2.24963, -7.23499)
H (5.73789, 0.96841, -5.60041)
H (4.71264, 0.21215, -3.48209)
H (3.05588, 3.31824, -2.52131)
H (2.59326, 4.41453, -0.10668)
H (2.73162, -1.57724, -4.29851)
H (2.07015, -3.91100, -3.14759)
H (-3.25030, -3.26987, 3.23066)
H (-4.95508, -3.54282, 4.90902)
H (-5.44325, -1.71937, 6.52115)
H (-4.19000, 0.41574, 6.33076)
H (-2.43845, 0.66895, 4.69571)
S (-1.83367, -1.64490, -1.41075)
C (-2.56156, -0.76753, -2.75141)
C (-3.52716, -1.37072, -3.55200)
C (-4.08475, -0.67091, -4.61324)
C (-3.68291, 0.63067, -4.88443)
C (-2.72594, 1.23797, -4.08681)
C (-2.17522, 0.54109, -3.01903)
S (-0.92595, 1.28898, -2.03738)
H (-3.82575, -2.39352, -3.35278)
H (-4.82925, -1.14934, -5.23645)
H (-4.11657, 1.17277, -5.71439)
H (-2.41498, 2.25801, -4.27834)
C (-6.78395, -2.54192, 1.22155)
C (-6.11298, -2.44268, 0.01092)
C (-5.07301, -1.53721, -0.13637)
C (-4.68649, -0.71578, 0.92362)
C (-5.35275, -0.83814, 2.14004)
C (-6.39924, -1.74057, 2.28436)
Sb (-3.15598, 0.73756, 0.63942)
C (-3.55566, 2.07530, 2.24771)
C (-4.85649, 2.36505, 2.65803)
C (-5.08566, 3.28611, 3.66910)
C (-4.01978, 3.94208, 4.27343)
C (-2.72561, 3.69229, 3.84306)
C (-2.50001, 2.76994, 2.82790)
C (-4.10529, 1.99013, -0.79968)
C (-3.72992, 3.33094, -0.83294)
C (-4.32169, 4.20479, -1.73303)
C (-5.30784, 3.74920, -2.59797)
C (-5.69220, 2.41754, -2.56215)
C (-5.08724, 1.53825, -1.67327)
H (-7.60218, -3.24171, 1.33474)
H (-6.40214, -3.06712, -0.82501)
H (-4.56818, -1.48138, -1.09048)
H (-5.06571, -0.23698, 2.99310)
H (-6.90849, -1.81594, 3.23717)
H (-5.70322, 1.88009, 2.18686)
H (-6.10058, 3.49743, 3.98146)
H (-4.20166, 4.65727, 5.06540)
H (-1.88978, 4.21067, 4.29829)
H (-1.48614, 2.59412, 2.49574)
H (-2.97805, 3.71129, -0.14903)
H (-4.02049, 5.24474, -1.74824)
H (-5.77927, 4.43272, -3.29257)
H (-6.46220, 2.05410, -3.23111)
H (-5.40519, 0.50364, -1.67173)